18
Properties=species:S:1:pos:R:3:forces:R:3:mulliken_charge:R:1 method="wB97M-V/def2-TZVPD" charge=0 total_energy_ev=-10371.894 spin_multiplicity=1 homo_energy_ev=-7.728 smiles="C=CC(N)=O.C=CN" relative_energy_kj_mol=329.2
C -1.3078 0.2328 -1.0095 -4.0 -1.3 0.3 -0.12
C -1.7650 0.0483 0.2967 0.4 -0.1 -2.8 -0.87
C 0.9036 -0.0184 -0.0258 1.9 -1.3 2.6 0.87
N 1.4656 0.9914 -0.8051 0.8 -1.1 -2.0 -0.52
N -0.9747 -0.7712 -1.9350 0.5 0.5 1.7 -0.33
C 0.7025 0.4118 1.4389 1.6 -0.7 0.3 -0.43
C 0.9669 -0.4989 2.3964 0.4 0.3 -1.2 -0.69
O 1.1110 -1.2377 -0.2310 -0.8 2.6 -0.7 -0.66
H -1.6971 1.1039 -1.5309 0.4 0.4 0.2 0.37
H 1.1665 1.8816 -1.1738 -1.1 0.2 1.4 0.25
H 1.8810 0.5929 -1.6486 0.0 -0.5 0.4 0.27
H -0.4568 -1.5377 -1.5082 -0.2 0.0 -0.9 0.23
H -1.1302 -0.6464 -2.9231 0.4 0.0 0.4 0.19
H -2.5181 0.7056 0.7035 0.6 0.7 0.1 0.29
H -1.6727 -0.8965 0.8096 0.3 -0.1 -0.1 0.29
H 0.8941 1.4553 1.6648 -0.5 0.1 -0.1 0.30
H 1.3923 -0.2738 3.3634 -0.7 0.4 0.3 0.29
H 1.0387 -1.5428 2.1179 -0.2 0.0 -0.1 0.25